Entry from the OMol25 dataset: a cluster of 2 separate species, C3H4F4S2 in total (ωB97M-V/def2-TZVPD).

Atoms and positions in Å:
1 C 0.31903 0.83046 -0.51375
2 C -0.80281 0.83112 0.39470
3 C 0.65653 -2.21363 -0.62127
4 F -0.55258 0.14080 1.57571
5 F 0.61987 -2.60066 -1.83952
6 F 1.91095 -2.31448 -0.03625
7 F -0.16086 -3.01195 0.04959
8 S 1.87020 1.07826 -0.03536
9 S -1.44520 2.63657 0.64103
10 H 0.03771 1.21517 -1.45520
11 H -1.68458 0.52876 0.00472
12 H 1.93048 0.58251 1.14192
13 H -2.69873 2.29709 0.69369

Cartesian forces (eV/Å) of the 6 atoms listed first:
C -1.5 -1.0 0.5
C 1.0 1.6 2.0
C 0.9 -0.3 2.4
F -0.1 0.7 -0.4
F 0.7 0.0 -1.8
F -1.6 0.3 -1.2

**Total charge**: 0
**E_tot**: -35712.124 eV



Entry from the OMol25 dataset: a cluster of 8 separate species, C46H77BN14O8 in total (ωB97M-V/def2-TZVPD).

Atoms and positions in Å:
1 O 21.36317 -17.72594 -0.65762
2 C 20.78960 -17.90942 0.42334
3 O 21.35662 -18.05378 1.67344
4 B 20.35490 -18.47873 2.68561
5 O 19.11542 -18.56397 1.86591
6 C 19.27729 -18.23251 0.62875
7 O 18.41624 -18.03285 -0.16776
8 O 20.09655 -17.44568 3.72211
9 C 20.69199 -17.83302 4.89873
10 O 20.96659 -17.18422 5.90600
11 C 20.96228 -19.37177 4.70727
12 O 20.68063 -19.71418 3.50206
13 O 21.39114 -20.11828 5.57052
14 C 16.06783 -23.12142 -0.10977
15 C 14.67535 -23.08168 0.41251
16 N 14.43917 -22.07260 1.36492
17 C 14.51738 -22.21318 2.70855
18 C 14.40311 -20.94450 3.18936
19 N 14.42240 -20.04258 2.18775
20 C 14.30313 -20.77654 0.99438
21 C 14.55925 -18.50934 2.37945
22 H 16.38604 -22.12410 -0.41343
23 H 16.17985 -23.79674 -0.95800
24 H 16.78014 -23.40864 0.66367
25 H 14.46069 -24.06234 0.83717
26 H 13.95185 -23.00175 -0.39882
27 H 14.78000 -23.12099 3.23133
28 H 14.43972 -20.61129 4.21601
29 H 14.19827 -20.41507 -0.01792
30 H 13.53886 -18.13992 2.48163
31 H 15.10028 -18.12166 1.51627
32 H 15.16545 -18.19958 3.23073
33 C 17.68616 -20.81088 15.02306
34 C 16.97153 -21.30588 13.73192
35 N 17.62672 -22.15334 12.80562
36 C 17.80953 -22.01945 11.42640
37 C 18.69509 -22.96286 10.98049
38 N 18.91374 -23.85911 12.05641
39 C 18.37564 -23.25613 13.14041
40 C 19.69626 -25.09041 11.99807
41 H 16.90890 -20.18771 15.46536
42 H 18.59705 -20.26157 14.78506
43 H 18.06512 -21.67313 15.57172
44 H 16.66188 -20.42785 13.16511
45 H 16.07682 -21.80383 14.10559
46 H 17.41719 -21.20920 10.82977
47 H 19.29598 -23.12935 10.09866
48 H 18.54162 -23.59338 14.15289
49 H 20.76585 -24.88234 12.02626
50 H 19.31525 -25.61929 11.12445
51 H 19.44385 -25.71706 12.85347
52 C 23.29305 -12.11955 1.64672
53 C 23.37548 -10.96789 0.73931
54 N 22.64578 -9.80273 1.18740
55 C 21.37327 -9.60596 0.78130
56 C 21.05625 -8.31989 1.24267
57 N 22.11127 -7.92493 2.15027
58 C 23.09180 -8.92901 2.12090
59 C 22.26760 -6.65072 2.98309
60 H 22.24534 -12.41295 1.71242
61 H 23.62257 -12.12382 2.68571
62 H 23.72763 -13.00355 1.18005
63 H 23.08858 -11.27927 -0.26510
64 H 24.42073 -10.68783 0.60853
65 H 21.01016 -10.23753 -0.01599
66 H 20.23580 -7.71104 0.89260
67 H 24.00322 -8.86583 2.69687
68 H 23.27294 -6.58325 3.39883
69 H 21.60041 -6.70388 3.84340
70 H 22.16238 -5.68274 2.49315
71 C 27.38205 -10.24761 -9.59432
72 C 27.29033 -11.75038 -9.67554
73 N 25.97939 -12.16854 -9.12815
74 C 24.90903 -12.61090 -9.86831
75 C 23.90036 -13.10551 -8.99661
76 N 24.49531 -12.93167 -7.72010
77 C 25.70253 -12.30914 -7.83621
78 C 24.00835 -13.47208 -6.48187
79 H 27.04384 -9.80124 -8.65919
80 H 26.87648 -9.63994 -10.34481
81 H 28.43913 -9.98175 -9.59322
82 H 28.15282 -12.29068 -9.28531
83 H 27.26008 -12.05902 -10.72049
84 H 24.82461 -12.64279 -10.94454
85 H 22.86162 -13.39958 -9.02749
86 H 26.42092 -12.26350 -7.03107
87 H 24.15136 -14.55222 -6.51251
88 H 23.04898 -13.03828 -6.19987
89 H 24.66297 -13.19383 -5.65595
90 C 24.15628 -26.58148 4.58225
91 C 23.46194 -25.29706 4.06564
92 N 23.27782 -25.35177 2.60428
93 C 22.12551 -25.10538 1.84716
94 C 22.54153 -25.05330 0.52399
95 N 23.77898 -25.55661 0.43202
96 C 24.25844 -25.72115 1.71516
97 C 24.57119 -25.70928 -0.79480
98 H 24.06841 -26.62390 5.66788
99 H 25.19912 -26.69692 4.28687
100 H 23.62268 -27.50986 4.37854
101 H 24.18594 -24.51220 4.28454
102 H 22.47463 -25.06141 4.46287
103 H 21.25028 -24.75498 2.37404
104 H 22.04159 -24.66729 -0.35206
105 H 25.24274 -26.04660 2.01790
106 H 25.62138 -25.78761 -0.51363
107 H 24.41990 -24.89137 -1.49925
108 H 24.33342 -26.65302 -1.28564
109 C 26.13842 -20.93008 11.72712
110 C 24.77626 -20.58797 11.31342
111 N 24.58870 -19.20652 11.29299
112 C 23.59768 -18.49586 11.92332
113 C 23.59387 -17.14168 11.48185
114 N 24.65211 -17.03675 10.62683
115 C 25.30641 -18.23038 10.64740
116 C 24.91325 -15.93237 9.79274
117 H 26.37368 -21.98851 11.83884
118 H 26.43295 -20.50155 12.68509
119 H 26.75885 -20.35336 11.04114
120 H 23.95687 -21.08682 11.83097
121 H 24.72250 -21.16103 10.38778
122 H 23.06355 -19.04820 12.68229
123 H 22.97355 -16.30728 11.77406
124 H 26.21117 -18.53020 10.13954
125 H 25.42922 -15.09057 10.25454
126 H 23.96344 -15.65906 9.33311
127 H 25.53188 -16.24730 8.95237
128 C 12.66148 -18.44901 -4.64878
129 C 12.28878 -19.94774 -4.93616
130 N 10.86908 -20.18476 -4.85155
131 C 10.34280 -21.36805 -5.19300
132 C 8.99097 -21.33962 -4.82361
133 N 8.66404 -20.12515 -4.29442
134 C 9.80782 -19.32474 -4.43919
135 C 7.34267 -19.73273 -4.05844
136 H 12.21888 -18.22097 -3.67914
137 H 12.18249 -17.85039 -5.42358
138 H 13.74102 -18.38015 -4.51477
139 H 12.81899 -20.56239 -4.20871
140 H 12.58949 -20.32817 -5.91236
141 H 11.04231 -22.07763 -5.60963
142 H 8.19995 -22.07288 -4.87858
143 H 9.93369 -18.34476 -4.00309
144 H 6.71744 -19.85672 -4.94264
145 H 7.30534 -18.70554 -3.69568
146 H 6.99154 -20.36147 -3.24022

Cartesian forces (eV/Å) of the 6 atoms listed first:
O -1.6 -0.2 3.6
C 1.8 -0.9 -1.2
O -0.2 0.0 -1.2
B -0.7 0.7 -0.3
O -0.5 -1.3 1.7
C 1.1 1.5 -0.4

**Total charge**: +6
**E_tot**: -86817.317 eV



Entry from the OMol25 dataset: a cluster of 3 separate species, C5H12O2 in total (ωB97M-V/def2-TZVPD).

Atoms and positions in Å:
1 C 0.19141 -3.07869 0.53942
2 C -0.41916 -2.09133 -0.09001
3 C 0.26928 -0.77134 -0.17081
4 C 1.39674 -0.49239 0.62474
5 C 2.39141 0.60629 0.06635
6 H -0.31285 -3.88890 1.09348
7 H 1.19853 -2.94928 0.90713
8 H -1.54915 -2.14559 -0.27575
9 H 0.14405 -0.21748 -1.12764
10 H 1.59967 -0.71923 1.74590
11 H 3.45809 0.62247 0.60769
12 H 2.58582 0.54129 -1.03177
13 H 2.03993 1.60423 0.32842
14 O -1.57755 1.07316 0.08635
15 H -1.88144 0.26990 -0.50012
16 H -1.55280 0.70360 0.97970
17 O -2.34288 3.88066 -1.26805
18 H -2.37555 2.96209 -0.94568
19 H -3.26353 4.09053 -1.56936

Cartesian forces (eV/Å) of the 6 atoms listed first:
C -0.2 -1.0 1.9
C -1.9 1.5 1.1
C 3.3 -1.2 0.2
C -0.8 1.8 -1.0
C 1.5 -0.5 1.4
H -0.1 0.1 -1.1

**Total charge**: 0
**E_tot**: -9471.584 eV



Entry from the OMol25 dataset: a cluster of 14 separate species, C34H70Cl26NOS in total (ωB97M-V/def2-TZVPD).

Atoms and positions in Å:
1 C -3.88872 -3.78304 -6.59610
2 C -3.72864 -4.02998 -4.97756
3 C -2.46754 -3.19960 -4.30272
4 C -1.00435 -3.91820 -4.61974
5 C 0.02665 -3.48320 -3.39674
6 C 0.14362 -1.84101 -3.24623
7 C -0.64866 -1.29508 -1.87946
8 C -0.63123 0.34311 -1.91251
9 C 0.26187 1.05651 -0.73721
10 C -0.21787 0.43555 0.70311
11 C 0.04029 1.42012 1.99797
12 C -0.01418 0.43776 3.33401
13 C 0.40187 1.19449 4.73242
14 C 0.15700 0.07063 5.94541
15 N -0.14529 0.69828 7.28651
16 C -1.60854 1.14547 7.24051
17 C -2.68035 -0.01569 7.67660
18 O -2.18332 -1.39556 7.59342
19 C -0.87926 -1.57418 8.24284
20 C -0.01195 -0.20689 8.47983
21 C 1.49143 -0.63078 8.92378
22 C 2.73115 0.13379 8.20434
23 C 3.90683 -0.99533 7.83056
24 S 4.39214 -0.99929 6.02098
25 H -5.02684 -3.52631 -6.79384
26 H -3.63017 -4.77829 -7.16344
27 H -3.23303 -2.85556 -6.96187
28 H -3.52060 -5.18673 -4.77034
29 H -4.73523 -3.71892 -4.43273
30 H -2.61087 -3.28102 -3.12996
31 H -2.41190 -2.07531 -4.63384
32 H -1.15620 -5.07674 -4.70907
33 H -0.57822 -3.53049 -5.65210
34 H 1.09396 -3.89762 -3.72200
35 H -0.34202 -4.01812 -2.40471
36 H -0.28666 -1.24360 -4.15503
37 H 1.29316 -1.61800 -3.02896
38 H -0.07156 -1.78186 -0.97981
39 H -1.75778 -1.67741 -1.81452
40 H -0.16943 0.65093 -2.96888
41 H -1.75632 0.73270 -1.95596
42 H 0.07730 2.23405 -0.78858
43 H 1.42770 0.86203 -0.90249
44 H 0.46657 -0.52464 0.88929
45 H -1.32562 0.00517 0.64541
46 H -0.87563 2.18341 2.00984
47 H 1.04531 2.03143 1.90742
48 H -1.12956 0.05873 3.42989
49 H 0.75038 -0.45184 3.17292
50 H 1.51534 1.57971 4.74986
51 H -0.30210 2.13164 4.83194
52 H -0.72869 -0.63384 5.56577
53 H 1.15032 -0.54887 5.99992
54 H 0.43137 1.57081 7.45370
55 H -1.91017 1.65887 6.22527
56 H -1.69314 2.00024 8.06979
57 H -3.19628 0.18687 8.73247
58 H -3.57839 0.05732 6.89251
59 H -1.03979 -2.17163 9.26077
60 H -0.21277 -2.27674 7.54468
61 H -0.50952 0.36872 9.39916
62 H 1.55433 -1.82115 8.85074
63 H 1.58149 -0.40519 10.09338
64 H 3.24898 0.83188 9.02275
65 H 2.47534 0.82658 7.30263
66 H 4.90780 -0.78307 8.44420
67 H 3.58264 -2.09364 8.10018
68 H 3.48628 -0.27216 5.22553
69 C 7.61320 1.66497 5.91692
70 Cl 7.00466 2.99443 4.92333
71 Cl 7.75351 2.14970 7.61114
72 H 6.92241 0.82145 5.84427
73 H 8.59831 1.36785 5.54911
74 C -3.97061 1.03609 2.19609
75 Cl -2.96397 -0.41702 2.18360
76 Cl -3.71746 1.99776 0.73453
77 H -5.02122 0.74060 2.24998
78 H -3.71212 1.64055 3.06890
79 C -8.17576 -3.35409 -8.04060
80 Cl -7.87150 -4.86369 -7.17253
81 Cl -6.81454 -2.23869 -7.87320
82 H -8.32505 -3.57673 -9.09991
83 H -9.07353 -2.88360 -7.63238
84 C -5.86153 2.79166 6.88781
85 Cl -5.83115 1.17514 7.60260
86 Cl -4.60990 2.96396 5.65136
87 H -6.83935 2.95990 6.43005
88 H -5.68975 3.53142 7.67346
89 C 3.31473 1.86554 -3.50339
90 Cl 3.11820 0.21110 -2.91245
91 Cl 1.86966 2.83165 -3.18172
92 H 4.16881 2.32425 -2.99929
93 H 3.49274 1.83964 -4.58118
94 C -7.09872 0.49670 -10.51938
95 Cl -7.99566 1.96679 -10.12021
96 Cl -7.87819 -0.38559 -11.83811
97 H -6.08553 0.76983 -10.82410
98 H -7.05788 -0.14598 -9.63661
99 C 8.32029 -1.35631 8.11576
100 Cl 8.35067 -2.97284 8.83055
101 Cl 9.57192 -1.18401 6.87931
102 H 7.34247 -1.18807 7.65800
103 H 8.49208 -0.61655 8.90141
104 C -6.30256 3.21185 -13.63180
105 Cl -5.92640 4.90650 -13.29764
106 Cl -4.86277 2.33313 -14.16085
107 H -6.68858 2.74692 -12.72140
108 H -7.05823 3.16374 -14.41962
109 C 2.29737 -2.75357 -7.27562
110 Cl 2.10651 -1.34432 -6.22559
111 Cl 0.82204 -3.06319 -8.19898
112 H 3.12028 -2.57040 -7.97079
113 H 2.52202 -3.62808 -6.66018
114 C 5.16103 6.46350 5.40969
115 Cl 3.58939 6.48219 4.60063
116 Cl 4.98464 6.73111 7.14817
117 H 5.63417 5.49233 5.24545
118 H 5.78692 7.25459 4.98964
119 C 0.70841 -6.42482 -10.15643
120 Cl 0.73879 -8.04134 -9.44163
121 Cl 1.96004 -6.25252 -11.39287
122 H -0.26941 -6.25658 -10.61419
123 H 0.88020 -5.68506 -9.37078
124 C -2.75308 5.60986 -10.86316
125 Cl -2.37692 7.30451 -10.52900
126 Cl -1.31328 4.73114 -11.39221
127 H -3.13909 5.14493 -9.95276
128 H -3.50875 5.56175 -11.65098
129 C 11.50185 2.93386 6.38656
130 Cl 10.68119 1.44421 6.86874
131 Cl 10.42381 4.32786 6.52665
132 H 12.36864 3.08800 7.03379
133 H 11.82882 2.83989 5.34817

Cartesian forces (eV/Å) of the 6 atoms listed first:
C -0.6 0.1 0.5
C 0.5 0.2 0.2
C 0.1 -1.2 0.2
C -0.4 1.0 0.3
C 0.1 -0.4 -1.4
C -0.1 -0.6 1.7

**Total charge**: +1
**E_tot**: -376332.907 eV



Number 3 is which compound?
C5H12O2



Look up the total charge of the second one.
+6



Which value of total charge does entry 4 give?
+1



Repeat the third record exactly.
Entry from the OMol25 dataset: a cluster of 3 separate species, C5H12O2 in total (ωB97M-V/def2-TZVPD).

Atoms and positions in Å:
1 C 0.19141 -3.07869 0.53942
2 C -0.41916 -2.09133 -0.09001
3 C 0.26928 -0.77134 -0.17081
4 C 1.39674 -0.49239 0.62474
5 C 2.39141 0.60629 0.06635
6 H -0.31285 -3.88890 1.09348
7 H 1.19853 -2.94928 0.90713
8 H -1.54915 -2.14559 -0.27575
9 H 0.14405 -0.21748 -1.12764
10 H 1.59967 -0.71923 1.74590
11 H 3.45809 0.62247 0.60769
12 H 2.58582 0.54129 -1.03177
13 H 2.03993 1.60423 0.32842
14 O -1.57755 1.07316 0.08635
15 H -1.88144 0.26990 -0.50012
16 H -1.55280 0.70360 0.97970
17 O -2.34288 3.88066 -1.26805
18 H -2.37555 2.96209 -0.94568
19 H -3.26353 4.09053 -1.56936

Cartesian forces (eV/Å) of the 6 atoms listed first:
C -0.2 -1.0 1.9
C -1.9 1.5 1.1
C 3.3 -1.2 0.2
C -0.8 1.8 -1.0
C 1.5 -0.5 1.4
H -0.1 0.1 -1.1

**Total charge**: 0
**E_tot**: -9471.584 eV